Below is C24H60N4NaO12SSn as an isolated structure at a distorted geometry, with properties calculated with wB97M-V/def2-TZVPD.

Geometry as XYZ:
```
103
Properties=species:S:1:pos:R:3:mulliken_charge:R:1
O 4.457 1.745 0.692 -0.21
H -2.459 -3.152 4.664 0.36
H 0.847 3.460 4.642 0.33
H 1.632 3.492 0.885 0.04
O 0.634 0.359 -0.879 -0.63
C 0.382 -4.551 -2.904 -0.65
C 5.255 1.085 1.660 -0.64
H -1.602 2.933 -1.034 0.24
H 1.520 -4.507 1.094 0.57
H 4.507 2.560 -2.361 0.52
H -0.575 2.545 5.243 0.24
H -0.243 -5.263 -0.334 0.51
C -2.053 -2.534 3.853 -0.71
H 2.105 2.459 2.892 0.32
H -6.294 0.016 1.649 0.28
H 2.474 -0.909 1.145 -0.32
H -3.209 5.829 1.949 0.37
H -5.874 -1.193 -1.134 0.38
H -4.333 4.509 2.387 0.24
H 6.308 1.328 1.521 0.40
C -5.571 1.861 -0.974 -0.62
C 0.765 -3.813 0.715 -0.43
H -1.054 5.222 0.866 0.40
H -1.244 -3.140 3.416 0.17
H 2.364 -1.158 -6.113 0.26
H 1.300 1.179 2.015 -0.95
H 4.292 -1.907 2.019 0.52
H -1.530 -1.683 4.291 0.22
H 3.363 2.914 -0.994 0.35
O 1.459 -0.264 -4.659 -0.26
H 0.906 -3.997 -3.681 0.24
H 0.476 0.835 -3.133 -0.05
C 5.564 -2.733 -0.131 -0.94
H -6.595 -1.843 0.336 0.36
O -2.643 4.015 1.272 -0.10
H -2.263 5.241 -0.363 0.52
C 3.885 2.146 -1.565 -0.88
O -1.845 0.263 -1.337 -0.93
S -0.618 -0.455 -0.960 0.93
O -5.346 1.233 0.249 -0.13
H 6.222 -2.037 0.405 0.29
O 4.209 -2.343 0.042 0.02
N -4.493 -1.555 0.427 0.13
H -0.753 3.748 3.920 0.16
C 2.441 -0.152 -5.712 -0.83
O -3.045 -2.127 2.952 -0.26
H -6.579 2.293 -1.002 0.37
H -4.790 -3.566 0.583 0.45
C -3.687 4.892 1.606 -0.95
C -4.598 -2.739 1.299 -1.22
N 2.839 1.257 -2.145 0.38
H 0.078 1.741 0.048 -0.39
H 0.708 1.614 -4.637 0.54
H -0.163 4.013 -0.941 0.18
H 3.411 0.079 -5.280 0.31
O 1.043 -4.344 -1.651 -0.42
O -0.891 -1.103 0.316 -0.36
C -3.303 -3.129 1.996 0.53
H 0.608 -1.849 0.337 -0.83
C 3.716 -2.544 1.340 -1.10
H 3.260 1.768 -4.143 0.53
C 0.707 3.130 1.393 -0.53
H -0.790 -3.684 -0.777 0.14
H 3.668 -3.589 1.660 0.41
H -0.006 -3.813 1.499 -0.31
H -5.450 1.237 -1.878 0.20
H 4.760 0.335 -0.770 -0.17
C -0.950 3.491 -0.360 -0.30
C 1.210 0.931 -3.926 -0.15
H 4.857 1.408 2.621 0.23
N 1.361 -2.515 0.538 1.31
H 5.701 -3.713 0.332 0.31
H 5.858 1.851 -0.769 0.55
C 1.126 2.150 2.493 0.74
H -4.789 2.614 -1.076 0.09
H -2.483 -3.176 1.269 -0.53
Sn 2.274 -1.759 -2.259 1.19
H -3.519 -4.115 2.426 0.49
C -6.215 0.196 0.573 -0.67
H 2.156 0.600 -6.448 0.33
C 2.402 1.757 -3.476 -0.66
N -0.283 2.566 0.523 0.65
C 0.121 -4.251 -0.576 -0.37
C 2.319 -1.956 1.450 -0.08
H 5.042 0.011 1.627 0.05
C -0.107 2.989 4.371 -0.67
H 5.858 -2.711 -1.176 0.29
H 2.035 1.448 -1.557 -0.35
C 4.862 1.418 -0.636 -0.14
C -1.762 4.560 0.336 -1.04
H -4.268 5.247 0.742 0.32
C -5.840 -1.140 -0.043 -0.64
H 0.337 4.051 1.855 0.41
H 0.399 -5.628 -3.088 0.34
H -7.258 0.492 0.365 0.42
O 0.129 1.952 3.443 -0.30
H 1.988 -1.796 2.484 0.50
Na -2.371 -0.954 -3.221 0.91
H -5.436 -2.821 1.989 0.46
H -0.674 -4.278 -2.867 0.21
H 2.075 2.786 -3.279 0.37
O -0.363 -1.448 -2.052 -0.82
H -4.060 -1.914 -0.415 -0.10
```

Summary:
Charge: +1
HOMO, eV: -9.29
Gap between HOMO and LUMO, eV: 5.33



Below is C22H42BiNOP3S as an isolated structure at a distorted geometry, with properties calculated with wB97M-V/def2-TZVPD.

Geometry as XYZ:
```
71
Properties=species:S:1:pos:R:3:mulliken_charge:R:1
H -0.651 -5.095 -0.668 0.28
C 3.032 -0.030 1.088 -1.25
C -3.613 -1.753 -6.764 -0.64
H 2.641 -2.574 -2.546 0.48
C -0.193 3.677 -2.828 -1.18
H 1.280 -4.568 0.834 0.31
H -2.252 2.080 3.604 0.46
H 0.181 3.069 -3.664 0.38
H 0.307 -1.428 -3.915 -0.35
C 3.144 0.665 -2.540 -1.32
H -4.476 -1.400 -7.343 0.38
C -1.769 -3.311 -6.519 -0.63
H -2.397 1.823 -3.950 0.33
C 0.262 -4.227 1.065 -0.46
H -1.181 -4.151 -6.894 0.38
C -1.954 0.104 2.889 0.48
H -0.543 -3.057 -4.764 0.32
H -1.795 -4.185 0.512 0.25
N -1.598 -1.185 3.257 0.03
H -1.273 1.593 5.870 0.46
C 2.301 -2.017 -1.664 -1.13
H 3.569 -0.187 0.146 0.30
C -1.895 1.089 3.885 -0.78
H -2.693 3.437 0.083 0.33
C -2.132 -1.599 -4.862 1.02
H 0.655 3.985 -2.201 0.36
H 0.143 -3.688 2.009 0.10
H -0.539 -0.740 6.412 0.45
H 0.486 2.174 2.771 0.39
H 2.818 1.684 -2.786 0.31
H -0.688 4.573 -3.232 0.44
C -0.944 -0.496 5.440 -0.59
C -2.892 -2.869 -7.226 -0.61
H 1.863 3.540 0.520 0.40
H 2.642 -0.990 1.447 0.35
H 1.493 -2.579 -1.172 0.13
H 0.998 0.526 3.153 0.28
H -0.779 -2.526 4.633 0.46
C 1.183 -0.769 -3.925 -0.73
H 2.204 1.841 3.154 0.54
H -2.776 4.609 -1.266 0.45
H -3.228 -3.404 -8.123 0.40
P 1.691 -0.388 -2.221 0.65
H -3.216 3.307 -3.314 0.50
H -3.490 1.721 -2.547 0.46
H 3.678 0.252 -3.406 0.46
C -1.375 0.801 5.134 -0.20
C -0.786 -4.544 0.277 -0.46
C -2.742 2.351 -3.046 -1.37
H 2.012 -1.245 -4.468 0.57
H -1.688 -1.913 2.543 0.14
O -1.696 -1.053 -3.664 -0.17
Bi -0.698 0.306 -0.985 1.09
H 0.898 0.160 -4.437 0.42
C -1.063 -1.489 4.481 -0.18
C 1.303 1.454 2.657 -1.25
C -1.401 -2.694 -5.323 -0.33
H 3.341 2.844 1.244 0.47
C 2.552 2.685 0.495 -1.26
H 3.130 -1.910 -0.956 0.47
S -2.560 0.388 1.317 -0.38
P -1.400 2.715 -1.859 0.71
H -3.787 -0.224 -5.241 0.28
H 3.739 0.366 1.832 0.50
C -2.115 3.932 -0.708 -1.11
C -3.237 -1.103 -5.582 -0.48
P 1.623 1.137 0.880 0.63
H -2.335 -0.467 -3.197 0.15
H 3.832 0.710 -1.689 0.46
H 3.013 2.627 -0.499 0.31
H -1.332 4.531 -0.222 0.40
```

Summary:
Charge: +3
HOMO, eV: -15.21
Gap between HOMO and LUMO, eV: 4.60